{
  "formula": "C6H6O",
  "method": "ωB97M-V/def2-TZVPD",
  "gap_ev": 9.9,
  "relative_energy_ev": 2.6800,
  "charge": 0,
  "mol_weight_g_mol": 94.11,
  "largest_force_ha_per_bohr": 0.01256,
  "elements": ["C", "C", "C", "C", "C", "O", "C", "H", "H", "H", "H", "H", "H"],
  "xyz": [[-1.130, 2.674, 1.026], [-0.739, 1.597, 0.646], [-0.209, 0.353, 0.175], [-0.427, -0.881, 0.626], [0.377, -1.865, -0.165], [1.042, -1.105, -1.155], [0.735, 0.265, -1.006], [-1.344, 3.666, 1.366], [-1.069, -1.188, 1.441], [1.110, -2.385, 0.472], [-0.247, -2.626, -0.652], [0.243, 0.647, -1.909], [1.657, 0.849, -0.866]],
  "nbo_charge": [-0.197, -0.037, -0.123, -0.159, -0.092, -0.518, -0.067, 0.239, 0.224, 0.181, 0.184, 0.181, 0.183]
}